{"formula": "C35H57MnN5O10S3Si", "method": "ωB97M-V/def2-TZVPD", "fmax_ha_per_bohr": 0.01128, "homo_lumo_gap_ev": [6.299, 6.388], "multiplicity": 6, "relative_energy_kj_mol": 81.8, "e_homo_ev": [-2.3, -2.4], "energy_ev": -136857.719, "charge": -2, "species": ["Mn", "C", "C", "C", "C", "O", "Si", "S", "O", "C", "C", "C", "C", "O", "C", "C", "C", "C", "H", "H", "H", "H", "H", "H", "H", "H", "H", "H", "H", "H", "H", "H", "H", "H", "H", "H", "H", "H", "H", "H", "H", "H", "H", "H", "H", "O", "N", "N", "O", "C", "C", "C", "C", "C", "C", "H", "H", "H", "H", "H", "C", "N", "C", "C", "N", "C", "S", "H", "H", "H", "H", "H", "H", "C", "C", "C", "O", "H", "H", "H", "H", "H", "H", "H", "C", "C", "C", "C", "C", "C", "C", "S", "O", "O", "N", "C", "C", "C", "O", "O", "H", "H", "H", "H", "H", "H", "H", "H", "H", "H", "H", "H"], "coordinates": [[0.3852, 0.0787, -0.9529], [0.9692, 0.5076, 3.8020], [0.3654, 0.0109, 2.4885], [-1.1565, 0.0271, 2.5814], [0.8949, -1.3939, 2.2372], [0.7639, 0.8259, 1.3442], [1.1401, 2.4837, 1.3715], [1.3613, 3.1698, -0.4963], [2.4458, 2.6699, 2.4112], [3.8310, 2.5186, 2.1230], [4.5143, 2.2981, 3.4707], [4.0785, 1.3219, 1.2066], [4.3542, 3.8001, 1.4782], [-0.1012, 3.0839, 2.3114], [-0.2690, 4.3638, 2.8952], [-1.7751, 4.6096, 2.9297], [0.4176, 5.4633, 2.0881], [0.2947, 4.3304, 4.3164], [0.6285, -0.1581, 4.5994], [0.6574, 1.5221, 4.0340], [2.0583, 0.4816, 3.7665], [-1.4815, -0.5785, 3.4324], [-1.5964, -0.3947, 1.6794], [-1.4991, 1.0542, 2.7171], [0.6516, -2.0326, 3.0900], [1.9804, -1.3665, 2.1139], [0.4647, -1.8253, 1.3410], [4.1595, 1.3742, 3.9312], [4.2835, 3.1280, 4.1423], [5.5986, 2.2337, 3.3476], [3.6666, 0.4121, 1.6500], [5.1520, 1.1796, 1.0522], [3.6022, 1.4823, 0.2381], [4.2007, 4.6437, 2.1567], [3.8091, 3.9883, 0.5530], [5.4231, 3.7138, 1.2618], [-2.1679, 4.6190, 1.9119], [-2.0073, 5.5626, 3.4129], [-2.2669, 3.8039, 3.4785], [0.0861, 5.4382, 1.0505], [1.5000, 5.3236, 2.0874], [0.1871, 6.4387, 2.5272], [-0.2464, 3.5955, 4.9170], [0.2008, 5.3096, 4.7944], [1.3470, 4.0451, 4.2820], [2.4870, 0.3833, -1.8869], [3.3436, -0.5166, -1.7459], [2.8867, -1.5898, -1.1732], [1.6274, -1.7319, -0.8397], [3.7766, -2.6743, -0.9791], [5.1408, -2.5577, -1.2461], [5.9635, -3.6523, -1.0497], [5.4479, -4.8587, -0.5859], [4.0921, -4.9572, -0.3153], [3.2499, -3.8702, -0.5077], [5.5352, -1.6155, -1.5953], [7.0230, -3.5592, -1.2556], [6.1008, -5.7087, -0.4321], [3.6771, -5.8872, 0.0530], [2.1921, -3.9174, -0.2955], [-1.4772, -0.3615, -4.9539], [-0.0950, -0.8001, -4.9192], [0.3698, -1.8565, -4.1596], [1.7126, -1.8259, -4.1991], [2.0511, -0.7444, -4.9897], [0.9402, -0.0856, -5.4191], [0.9046, 1.2690, -6.4159], [-2.1177, -1.2285, -4.7979], [-1.6785, 0.0850, -5.9249], [-1.6219, 0.3654, -4.1543], [-0.3046, -2.5182, -3.6486], [2.4422, -2.4513, -3.7190], [2.9618, -0.3315, -5.0810], [-2.3695, 2.1065, -0.6989], [-1.9723, 1.7180, -2.1239], [-1.9222, 2.9559, -3.0220], [-0.7540, 1.0813, -2.1497], [-3.3408, 2.6152, -0.6685], [-1.6038, 2.7660, -0.2833], [-2.4232, 1.2088, -0.0768], [-2.7810, 1.0543, -2.5117], [-1.1768, 3.6462, -2.6201], [-2.8946, 3.4603, -3.0727], [-1.6076, 2.6794, -4.0308], [-5.3409, 0.7256, 0.9260], [-5.2609, -0.6355, 0.2943], [-4.8054, -0.7930, -1.0112], [-4.6619, -2.0557, -1.5678], [-4.9756, -3.1731, -0.8068], [-5.4550, -3.0341, 0.4884], [-5.6025, -1.7702, 1.0245], [-4.5277, -4.7849, -1.3666], [-4.6024, -4.8257, -2.8046], [-5.2747, -5.7291, -0.5808], [-2.9569, -4.9285, -0.9453], [-1.9436, -4.3352, -1.8375], [-0.8434, -3.6745, -1.0114], [-1.4218, -2.5751, -0.1125], [-2.1828, -2.9553, 0.8014], [-1.1258, -1.3784, -0.3736], [-5.2800, 1.5132, 0.1777], [-4.5031, 0.8698, 1.6118], [-6.2665, 0.8447, 1.4930], [-4.5239, 0.0809, -1.5864], [-4.2973, -2.1727, -2.5802], [-5.6809, -3.9189, 1.0674], [-5.9576, -1.6603, 2.0432], [-2.8315, -4.5112, -0.0054], [-2.3906, -3.5929, -2.5062], [-1.5333, -5.1263, -2.4678], [-0.0901, -3.2386, -1.6630], [-0.3555, -4.4226, -0.3798]], "forces_ev_per_angstrom": [[0.245, 0.227, 0.290], [0.033, 0.001, -0.021], [0.036, 0.067, -0.041], [0.004, -0.014, 0.006], [0.010, -0.003, 0.023], [-0.049, -0.088, 0.145], [-0.014, -0.097, 0.071], [-0.007, -0.019, -0.040], [-0.027, 0.022, 0.000], [-0.022, -0.011, -0.009], [0.008, -0.006, 0.005], [0.022, -0.003, -0.008], [0.005, -0.002, -0.002], [0.039, -0.021, 0.013], [-0.011, 0.015, -0.013], [0.001, 0.003, -0.008], [-0.003, 0.008, 0.008], [0.004, -0.010, -0.008], [0.003, 0.000, 0.001], [-0.011, 0.025, 0.007], [-0.013, -0.001, 0.007], [-0.005, -0.002, -0.005], [-0.007, -0.003, -0.020], [0.003, 0.000, 0.007], [-0.010, -0.016, -0.016], [0.005, 0.007, 0.017], [-0.008, -0.005, -0.012], [0.002, 0.004, -0.003], [0.003, 0.003, 0.000], [0.003, 0.000, 0.001], [-0.009, 0.002, 0.007], [0.003, 0.000, -0.001], [0.001, -0.003, -0.007], [-0.002, 0.004, 0.001], [0.004, -0.001, -0.006], [0.002, 0.002, 0.005], [-0.002, 0.001, -0.002], [-0.002, 0.002, 0.001], [-0.001, 0.000, 0.001], [-0.008, 0.005, 0.003], [0.003, -0.006, -0.002], [0.010, 0.004, -0.003], [0.006, -0.008, 0.001], [-0.006, 0.002, 0.003], [0.000, 0.006, 0.001], [0.098, -0.262, -0.050], [-0.196, 0.079, 0.098], [0.028, 0.107, -0.125], [0.046, 0.070, -0.001], [-0.064, 0.031, 0.008], [0.009, 0.007, -0.006], [-0.011, -0.020, 0.011], [0.015, 0.009, -0.009], [-0.018, 0.015, 0.000], [0.021, -0.015, 0.001], [0.000, 0.001, 0.000], [0.001, -0.003, 0.000], [0.001, 0.000, -0.001], [0.001, -0.002, 0.001], [-0.006, 0.003, -0.001], [0.064, 0.003, -0.014], [-0.143, 0.149, 0.021], [-0.018, -0.046, 0.044], [0.016, -0.005, 0.043], [0.017, 0.105, 0.027], [0.128, -0.055, -0.137], [-0.032, -0.055, 0.022], [-0.011, 0.000, 0.005], [0.002, 0.021, 0.004], [-0.023, -0.050, -0.041], [-0.006, 0.014, 0.019], [0.014, 0.002, 0.004], [-0.003, -0.028, -0.029], [-0.029, -0.038, -0.005], [0.086, 0.138, 0.176], [-0.019, 0.039, 0.024], [-0.184, -0.327, -0.442], [0.010, 0.016, -0.003], [-0.007, 0.015, -0.001], [-0.014, -0.016, 0.018], [0.029, -0.006, -0.049], [0.002, -0.007, 0.006], [0.003, 0.003, -0.010], [-0.010, 0.007, -0.005], [0.013, 0.008, 0.004], [0.015, 0.015, -0.048], [0.003, -0.010, 0.014], [-0.003, 0.028, 0.044], [0.038, 0.046, 0.001], [0.007, -0.021, -0.010], [-0.024, -0.003, 0.020], [-0.008, -0.004, -0.087], [-0.009, -0.024, 0.014], [-0.021, -0.026, 0.007], [0.000, 0.043, 0.078], [0.013, 0.038, -0.045], [0.057, 0.042, -0.029], [-0.056, 0.079, 0.028], [-0.004, -0.070, 0.048], [-0.059, -0.030, -0.060], [-0.022, 0.008, -0.004], [0.011, -0.001, 0.002], [0.004, -0.004, 0.005], [0.004, -0.017, 0.004], [0.006, -0.003, 0.012], [0.000, -0.002, 0.001], [-0.001, 0.005, 0.002], [0.012, -0.062, -0.023], [-0.026, -0.003, 0.037], [0.013, 0.025, -0.019], [0.045, -0.046, -0.014], [-0.045, -0.005, 0.019]]}